The following is a quantum chemistry calculation of a cluster of 3 separate species, C17H29NO9S in total at a distorted geometry, from the OMol25 dataset.

As for the calculated total energy: -48851.609 eV. The lowest unoccupied orbital energy comes out at 0.62 eV. Its multiplicity is 1. For the highest occupied orbital energy, the calculation gives -9.57 eV.

Positions of all 57 atoms, in Å:
C1 -0.433 0.106 3.484
C2 0.502 -0.098 2.260
C3 1.511 1.049 2.123
C4 2.846 0.668 2.713
O1 3.847 1.680 2.426
S1 4.080 2.844 3.516
O2 2.987 2.750 4.452
O3 5.401 2.212 4.350
C5 5.288 0.889 4.746
C6 5.755 -0.141 3.944
C7 5.597 -1.441 4.410
C8 4.979 -1.638 5.642
N1 4.542 -0.653 6.426
C9 4.701 0.587 5.972
H1 -1.384 0.501 3.148
H2 0.029 0.850 4.127
H3 -0.553 -0.803 4.063
H4 1.046 -1.034 2.357
H5 -0.120 -0.128 1.374
H6 1.688 1.226 1.061
H7 1.131 1.976 2.539
H8 3.193 -0.230 2.209
H9 2.790 0.436 3.772
H10 6.221 0.069 2.996
H11 5.936 -2.277 3.821
H12 4.843 -2.647 6.003
H13 4.350 1.402 6.587
C10 -5.288 2.346 -0.136
C11 -5.674 1.014 0.472
O4 -5.395 -0.076 -0.420
C12 -4.123 -0.464 -0.464
O5 -3.217 -0.006 0.183
O6 -4.021 -1.453 -1.351
C13 -2.692 -1.943 -1.539
H14 -5.767 2.472 -1.108
H15 -5.599 3.161 0.517
H16 -4.211 2.412 -0.280
H17 -6.747 0.971 0.644
H18 -5.173 0.848 1.425
H19 -2.238 -2.227 -0.592
H20 -2.079 -1.191 -2.036
H21 -2.770 -2.819 -2.175
C14 -2.297 1.241 -5.880
C15 -2.696 -0.207 -5.690
O7 -2.027 -1.069 -6.622
C16 -0.771 -1.378 -6.307
O8 -0.187 -1.049 -5.307
O9 -0.283 -2.156 -7.272
C17 1.078 -2.549 -7.081
H22 -2.459 1.545 -6.915
H23 -2.887 1.884 -5.228
H24 -1.243 1.390 -5.649
H25 -3.758 -0.333 -5.889
H26 -2.504 -0.546 -4.672
H27 1.219 -3.005 -6.104
H28 1.738 -1.689 -7.188
H29 1.298 -3.275 -7.858

In elementary charge units, the Mulliken charges are: atom 1 (C): -1.1406, atom 2 (C): -0.3126, atom 3 (C): -0.8503, atom 4 (C): -0.4694, atom 5 (O): -0.3150, atom 6 (S): 0.5649, atom 7 (O): -0.4776, atom 8 (O): -0.4210, atom 9 (C): 0.3356, atom 10 (C): -0.2099, atom 11 (C): -0.3994, atom 12 (C): -0.2848, atom 13 (N): -0.6177, atom 14 (C): -0.1253, atom 15 (H): 0.2688, atom 16 (H): 0.3400, atom 17 (H): 0.3088, atom 18 (H): 0.3387, atom 19 (H): 0.2669, atom 20 (H): 0.2761, atom 21 (H): 0.4124, atom 22 (H): 0.5011, atom 23 (H): 0.4175, atom 24 (H): 0.4214, atom 25 (H): 0.4003, atom 26 (H): 0.3835, atom 27 (H): 0.3888, atom 28 (C): -1.0998, atom 29 (C): -0.1567, atom 30 (O): -0.3919, atom 31 (C): 0.8192, atom 32 (O): -0.5612, atom 33 (O): -0.3474, atom 34 (C): -0.5625, atom 35 (H): 0.3023, atom 36 (H): 0.3619, atom 37 (H): 0.2939, atom 38 (H): 0.2966, atom 39 (H): 0.2993, atom 40 (H): 0.2754, atom 41 (H): 0.2523, atom 42 (H): 0.2063, atom 43 (C): -1.1498, atom 44 (C): 0.0537, atom 45 (O): -0.3595, atom 46 (C): 0.7928, atom 47 (O): -0.5566, atom 48 (O): -0.3445, atom 49 (C): -0.6393, atom 50 (H): 0.3008, atom 51 (H): 0.3713, atom 52 (H): 0.3124, atom 53 (H): 0.3203, atom 54 (H): 0.0978, atom 55 (H): 0.2989, atom 56 (H): 0.2926, atom 57 (H): 0.2203

=====

The following is a quantum chemistry calculation of a structure of composition C17H30AuBIN8OP at a distorted geometry, from the OMol25 dataset.

As for the charge: +2. As for the calculated total energy: -53825.440 eV. The lowest unoccupied orbital energy (spin up / spin down) comes out at -10.59 / -10.59 eV. Its multiplicity is 1. For the highest occupied orbital energy (spin up / spin down), the calculation gives -13.18 / -13.17 eV.

Positions of all 60 atoms, in Å:
Au1 -1.188 0.940 0.244
B1 0.539 2.783 2.708
N1 0.272 1.313 2.971
C1 0.494 0.748 4.170
C2 0.193 -0.597 4.094
C3 -0.227 -0.783 2.777
N2 -0.163 0.378 2.133
N3 0.495 3.210 1.249
C4 0.892 4.433 0.866
C5 0.808 4.521 -0.509
C6 0.336 3.275 -0.909
N4 0.154 2.508 0.167
H1 -0.240 3.438 3.334
H2 1.627 3.048 3.132
H3 0.874 1.325 4.988
H4 0.247 -1.319 4.882
H5 -0.556 -1.673 2.279
H6 1.205 5.163 1.585
H7 1.051 5.354 -1.135
H8 0.148 2.908 -1.898
C7 3.882 0.662 2.462
N5 3.905 -0.372 1.454
C8 3.562 -1.682 1.962
P1 3.340 -0.012 -0.092
O1 1.893 0.100 -0.287
N6 4.156 1.417 -0.472
C9 5.562 1.619 -0.248
C10 3.568 2.282 -1.461
N7 4.023 -1.262 -1.008
C11 5.413 -1.619 -0.908
C12 3.337 -1.725 -2.184
H9 4.767 0.578 3.096
H10 3.001 0.570 3.103
H11 3.870 1.643 1.994
H12 4.353 -2.039 2.624
H13 3.437 -2.382 1.139
H14 2.629 -1.654 2.537
H15 5.911 0.982 0.560
H16 5.733 2.664 0.023
H17 6.145 1.418 -1.153
H18 2.548 1.959 -1.660
H19 4.140 2.275 -2.392
H20 3.547 3.310 -1.090
H21 5.796 -1.358 0.075
H22 6.018 -1.123 -1.676
H23 5.520 -2.697 -1.060
H24 2.299 -1.396 -2.146
H25 3.367 -2.817 -2.218
H26 3.809 -1.363 -3.103
I1 -3.748 2.610 0.915
C13 -4.134 0.641 0.246
C14 -5.430 0.210 0.036
C15 -5.626 -1.067 -0.473
C16 -4.518 -1.870 -0.706
C17 -3.258 -1.363 -0.445
N8 -3.061 -0.121 0.002
H27 -6.262 0.862 0.251
H28 -6.623 -1.423 -0.690
H29 -4.633 -2.867 -1.102
H30 -2.370 -1.951 -0.622

In elementary charge units, the Mulliken charges are: atom 1 (Au): 0.4219, atom 2 (B): 0.0570, atom 3 (N): 0.6690, atom 4 (C): -0.3908, atom 5 (C): -0.6360, atom 6 (C): -0.6487, atom 7 (N): -0.2598, atom 8 (N): 0.6566, atom 9 (C): -0.2538, atom 10 (C): -0.8434, atom 11 (C): -0.5041, atom 12 (N): -0.0945, atom 13 (H): -0.0550, atom 14 (H): -0.0159, atom 15 (H): 0.4876, atom 16 (H): 0.4566, atom 17 (H): 0.5010, atom 18 (H): 0.5093, atom 19 (H): 0.4643, atom 20 (H): 0.4941, atom 21 (C): -0.8392, atom 22 (N): 0.1397, atom 23 (C): -0.8546, atom 24 (P): 1.0413, atom 25 (O): -0.8632, atom 26 (N): 0.3750, atom 27 (C): -1.0303, atom 28 (C): -1.0555, atom 29 (N): 0.2144, atom 30 (C): -0.9826, atom 31 (C): -0.9749, atom 32 (H): 0.3578, atom 33 (H): 0.0928, atom 34 (H): 0.3205, atom 35 (H): 0.3557, atom 36 (H): 0.3604, atom 37 (H): 0.1227, atom 38 (H): 0.3399, atom 39 (H): 0.3666, atom 40 (H): 0.2919, atom 41 (H): 0.2435, atom 42 (H): 0.3288, atom 43 (H): 0.3234, atom 44 (H): 0.3163, atom 45 (H): 0.2904, atom 46 (H): 0.3650, atom 47 (H): 0.2026, atom 48 (H): 0.3423, atom 49 (H): 0.3276, atom 50 (I): 0.1782, atom 51 (C): 0.3942, atom 52 (C): -0.5062, atom 53 (C): -0.2391, atom 54 (C): -0.6917, atom 55 (C): -0.0609, atom 56 (N): -0.3894, atom 57 (H): 0.4232, atom 58 (H): 0.4311, atom 59 (H): 0.4318, atom 60 (H): 0.4948

=====

Question: Which value of calculated total energy does entry 2 give?
Answer: -53825.440 eV